# C38H40N2NiO4PSi

A molecular structure, C38H40N2NiO4PSi in a non-equilibrium geometry (ωB97M-V with the def2-TZVPD basis set, OMol25).

The LUMO energy (spin up / spin down) comes out at 0.09548 / 0.09534 Eh. As for the frontier orbital gap (spin up / spin down): 0.2622 / 0.2662 Ha. The relative energy (zero: lowest compared OMol25 entry of this formula, charge and spin) comes out at 5.2 kcal per mole. The total energy comes out at -109441.375 eV.

ORCA input file:
```
! RIJCOSX wB97M-V def2-TZVPD def2/J DEFGRID3
* xyz -1 3
Ni 0.2918 -1.0005 0.5170
O 0.9878 0.8783 5.4855
C 1.1172 2.0201 4.7901
C 1.2586 3.2158 5.4943
C 1.4187 4.4124 4.8240
C 1.4529 4.4412 3.4380
C 1.2889 3.2685 2.7298
C 1.1109 2.0535 3.3837
C 0.9188 0.8320 2.5673
O 0.7466 0.9139 1.3255
N 0.9181 -0.3170 3.2457
N 0.8358 -1.4183 2.4642
C 0.8534 -2.5743 3.0444
C 1.0040 -3.8154 2.3617
C 1.1427 -4.9870 3.1181
C 1.5010 -6.1815 2.5432
C 1.7116 -6.2375 1.1622
C 1.5105 -5.1333 0.3798
C 1.1307 -3.8733 0.9271
O 0.9298 -2.8883 0.1495
H 0.9509 0.1426 4.7989
H 1.2460 3.1745 6.5740
H 1.5298 5.3266 5.3900
H 1.6057 5.3766 2.9199
H 1.2972 3.2694 1.6504
H 0.8617 -2.5916 4.1395
H 0.9876 -4.9262 4.1886
H 1.6316 -7.0661 3.1508
H 2.0293 -7.1686 0.7085
H 1.6476 -5.1776 -0.6906
C -2.6811 -3.5615 0.6735
C -2.8611 -2.3536 1.5809
P -1.9402 -0.8843 0.9147
C -2.8766 -0.4645 -0.6254
C -4.3313 -0.0308 -0.5160
C -2.3913 0.4199 2.1664
C -3.7263 0.3295 2.8996
H -3.1096 -4.4562 1.1242
H -1.6218 -3.7297 0.4936
H -3.1625 -3.3944 -0.2871
H -2.4410 -2.5704 2.5672
H -3.9200 -2.1176 1.7022
H -2.7859 -1.3420 -1.2688
H -2.2816 0.3072 -1.1168
H -4.9343 -0.7700 0.0089
H -4.7480 0.0979 -1.5156
H -4.4105 0.9205 0.0038
H -2.2858 1.3819 1.6567
H -1.5939 0.3785 2.9140
H -4.5732 0.3494 2.2207
H -3.8157 1.1761 3.5796
H -3.7781 -0.5786 3.4947
O 0.0883 -0.3797 -1.4037
Si 0.6440 0.6446 -2.4362
C 0.7241 2.4493 -1.8043
C -0.2529 2.9014 -0.9259
C -0.2066 4.1692 -0.3770
C 0.8341 5.0243 -0.7024
C 1.8222 4.5937 -1.5702
C 1.7626 3.3210 -2.1120
C 2.4198 0.1891 -2.9638
C 3.2794 -0.2583 -1.9659
C 4.5586 -0.6929 -2.2579
C 5.0043 -0.6911 -3.5705
C 4.1681 -0.2389 -4.5766
C 2.8899 0.1981 -4.2707
C -0.5548 0.6513 -3.9282
C -1.1928 -0.5314 -4.2851
C -2.1297 -0.5717 -5.3014
C -2.4510 0.5849 -5.9914
C -1.8295 1.7739 -5.6504
C -0.8948 1.8007 -4.6287
H -1.0521 2.2290 -0.6520
H -0.9729 4.4942 0.3157
H 0.8774 6.0187 -0.2758
H 2.6467 5.2524 -1.8189
H 2.5473 2.9932 -2.7819
H 2.9187 -0.2784 -0.9458
H 5.2110 -1.0403 -1.4676
H 5.9989 -1.0463 -3.8099
H 4.5130 -0.2302 -5.6045
H 2.2394 0.5435 -5.0651
H -0.9479 -1.4288 -3.7381
H -2.6165 -1.5051 -5.5561
H -3.1855 0.5605 -6.7867
H -2.0830 2.6850 -6.1795
H -0.4257 2.7394 -4.3635
*
```

Atom charges from the Mulliken analysis, given in e for atoms 1 to 6: atom 1 (Ni): 1.14, atom 2 (O): -0.71, atom 3 (C): 0.35, atom 4 (C): -0.67, atom 5 (C): -0.34, atom 6 (C): -0.84

# C38H40N4O2PRbSSi

A molecular structure, C38H40N4O2PRbSSi (ωB97M-V with the def2-TZVPD basis set, OMol25).

The LUMO energy comes out at 0.00298 Eh. As for the frontier orbital gap: 0.2199 Ha. The relative energy (zero: lowest compared OMol25 entry of this formula, charge and spin) comes out at 14.5 kcal per mole. The total energy comes out at -78768.597 eV.

ORCA input file:
```
! RIJCOSX wB97M-V def2-TZVPD def2/J DEFGRID3
* xyz 0 1
Rb 0.2306 2.0007 -0.4788
O -2.4520 2.5467 -2.6487
N -2.4555 1.3136 -3.3074
C -2.1140 0.3903 -2.5094
C -1.9436 -1.0035 -2.9334
C -2.4075 -1.4200 -4.1796
C -2.2207 -2.7242 -4.5986
C -1.5654 -3.6266 -3.7734
C -1.1106 -3.2243 -2.5269
C -1.2945 -1.9164 -2.0840
P -0.6967 -1.3417 -0.4392
C -2.2508 -1.4890 0.5207
C -2.6346 -0.4313 1.3403
C -3.8326 -0.4828 2.0442
C -4.6524 -1.5945 1.9386
C -4.2796 -2.6562 1.1227
C -3.0910 -2.5989 0.4156
C 0.3283 -2.7171 0.1691
C 1.5294 -2.9764 -0.4920
C 2.4071 -3.9313 -0.0088
C 2.1068 -4.6295 1.1537
C 0.9240 -4.3676 1.8260
C 0.0367 -3.4170 1.3370
H -2.7619 3.1608 -3.3218
H -1.9075 0.6357 -1.4707
H -2.9107 -0.7037 -4.8154
H -2.5837 -3.0357 -5.5695
H -1.4138 -4.6487 -4.0963
H -0.6020 -3.9356 -1.8887
H -2.0119 0.4536 1.4276
H -4.1297 0.3512 2.6681
H -5.5867 -1.6329 2.4843
H -4.9202 -3.5243 1.0337
H -2.8116 -3.4207 -0.2334
H 1.7793 -2.4197 -1.3869
H 3.3366 -4.1189 -0.5307
H 2.7989 -5.3678 1.5373
H 0.6869 -4.9003 2.7380
H -0.8811 -3.2190 1.8749
C 0.7895 1.8307 2.9110
Si 2.6050 1.6528 2.4098
C 3.2140 0.1409 3.3737
C 3.4878 3.1752 3.0987
N 2.6467 1.5250 0.7241
C 3.7556 1.4560 -0.0399
C 5.0847 1.2975 0.4450
C 6.1941 1.2545 -0.3766
C 6.0735 1.3710 -1.7569
C 4.7986 1.5244 -2.2842
C 3.6970 1.5393 -1.4543
O 2.4235 1.7359 -2.0297
C 2.0036 0.8799 -3.0063
C 2.4511 -0.4364 -3.0888
C 1.9228 -1.2692 -4.0624
C 0.9576 -0.8077 -4.9482
C 0.5182 0.5038 -4.8534
C 1.0399 1.3557 -3.8895
H 0.7398 1.9976 3.9912
H 0.2195 0.9232 2.6841
H 0.2927 2.6823 2.4345
H 3.0331 0.2654 4.4458
H 4.2816 -0.0426 3.2404
H 2.6842 -0.7568 3.0438
H 3.3373 3.2697 4.1780
H 3.1082 4.0830 2.6237
H 4.5636 3.1380 2.9173
H 5.2263 1.2036 1.5151
H 7.1731 1.1305 0.0724
H 6.9399 1.3503 -2.4035
H 4.6461 1.6246 -3.3531
H 3.2104 -0.7802 -2.3993
H 2.2669 -2.2947 -4.1264
H 0.5453 -1.4688 -5.6984
H -0.2438 0.8734 -5.5281
H 0.7054 2.3834 -3.8111
C -2.3432 2.7185 4.2368
N -3.5883 2.8790 3.5136
C -4.8494 2.6945 4.0612
C -5.7519 2.9535 3.0974
N -5.0289 3.2969 1.9731
C -3.6911 3.2506 2.2143
S -2.5093 3.6056 1.0754
H -2.2898 3.4360 5.0547
H -1.5283 2.8972 3.5444
H -2.2663 1.7041 4.6264
H -4.9780 2.3973 5.0861
H -6.8255 2.9262 3.1107
H -5.3851 3.5527 1.0691
*
```

Atom charges from the Mulliken analysis, given in e for atoms 1 to 6: atom 1 (Rb): 0.54, atom 2 (O): -0.35, atom 3 (N): -0.37, atom 4 (C): -0.93, atom 5 (C): 0.38, atom 6 (C): -0.71

# C38H40N4O3SSiW

A molecular structure, C38H40N4O3SSiW in a non-equilibrium geometry (ωB97M-V with the def2-TZVPD basis set, OMol25).

The LUMO energy (spin up / spin down) comes out at 0.01185 / -0.02257 Eh. As for the frontier orbital gap (spin up / spin down): 0.2313 / 0.2878 Ha. The relative energy (zero: lowest compared OMol25 entry of this formula, charge and spin) comes out at 11.0 kcal per mole. The total energy comes out at -72697.491 eV.

ORCA input file:
```
! RIJCOSX wB97M-V def2-TZVPD def2/J DEFGRID3
* xyz 0 3
W 0.3806 -0.1482 0.2718
C -3.4096 0.0873 -1.9758
C -1.9904 -0.0632 -1.5000
N -1.5205 0.4225 -0.3505
N -2.2564 1.2468 0.4170
C -1.8822 1.5891 1.6575
N -2.7207 2.4034 2.3758
S -0.4999 0.9381 2.3887
C -1.0511 -0.8261 -2.2386
C -1.3429 -1.4252 -3.4835
C -0.4061 -2.1954 -4.1227
C 0.8548 -2.3489 -3.5335
C 1.0979 -1.7195 -2.3320
N 0.1968 -0.9894 -1.6695
H -4.0649 0.4959 -1.2092
H -3.7999 -0.8962 -2.2317
H -3.4803 0.7240 -2.8583
H -3.1180 1.6398 0.0427
H -3.1722 3.1555 1.8728
H -2.3462 2.6709 3.2749
H -2.3145 -1.2832 -3.9246
H -0.6330 -2.6744 -5.0626
H 1.6196 -2.9451 -4.0044
H 2.0658 -1.7992 -1.8531
C -0.8819 -3.3272 2.9079
O -0.1043 -2.3930 2.1594
C -0.6673 -1.8390 1.0330
O -1.7885 -2.1680 0.6800
H -0.6534 -3.1744 3.9613
H -0.6208 -4.3461 2.6109
H -1.9433 -3.1474 2.7162
O 0.6033 1.8235 -0.6815
Si 0.8164 3.3707 -0.8604
C -0.8723 4.2430 -1.0893
C -1.9082 3.5614 -1.7238
C -3.1448 4.1490 -1.9337
C -3.3675 5.4524 -1.5183
C -2.3476 6.1500 -0.8911
C -1.1210 5.5461 -0.6755
C 1.6507 4.1027 0.6914
C 1.8795 3.2445 1.7624
C 2.4139 3.6937 2.9563
C 2.7464 5.0303 3.0973
C 2.5620 5.8959 2.0313
C 2.0238 5.4330 0.8433
C 1.8737 3.7315 -2.3986
C 2.2082 5.0220 -2.7902
C 3.0526 5.2513 -3.8614
C 3.5682 4.1836 -4.5776
C 3.2126 2.8907 -4.2292
C 2.3760 2.6732 -3.1488
H -1.7221 2.5526 -2.0698
H -3.9326 3.5994 -2.4373
H -4.3268 5.9227 -1.6884
H -2.5038 7.1707 -0.5701
H -0.3410 6.1031 -0.1766
H 1.6400 2.1929 1.6395
H 2.5651 3.0040 3.7761
H 3.1559 5.3941 4.0293
H 2.8379 6.9375 2.1279
H 1.9029 6.1241 0.0206
H 1.8003 5.8646 -2.2506
H 3.3159 6.2642 -4.1365
H 4.2416 4.3608 -5.4055
H 3.5959 2.0530 -4.7976
H 2.0970 1.6654 -2.8685
C 4.2828 -0.2269 -0.8457
C 3.7636 -0.4189 0.5978
C 4.2311 0.8134 1.3971
C 2.2764 -0.4212 0.5868
C 4.3083 -1.7271 1.1528
C 5.1576 -1.7813 2.2499
C 5.6576 -2.9898 2.7047
C 5.3095 -4.1715 2.0773
C 4.4490 -4.1345 0.9926
C 3.9471 -2.9275 0.5447
H 3.7753 0.6211 -1.2989
H 4.1110 -1.1069 -1.4590
H 5.3531 -0.0308 -0.8267
H 3.8757 1.7079 0.8929
H 5.3181 0.8515 1.4386
H 3.8243 0.8092 2.4065
H 1.7854 -1.2266 1.2493
H 5.4395 -0.8792 2.7681
H 6.3170 -3.0073 3.5612
H 5.7071 -5.1141 2.4240
H 4.1578 -5.0522 0.5011
H 3.2573 -2.9170 -0.2882
*
```

Atom charges from the Mulliken analysis, given in e for atoms 1 to 6: atom 1 (W): 0.92, atom 2 (C): -2.18, atom 3 (C): 0.57, atom 4 (N): 0.63, atom 5 (N): -0.67, atom 6 (C): 0.65